1.
C31H34IrN6O4S2 as an isolated structure. Source: the Open Molecules 2025 dataset; level of theory: wB97M-V/def2-TZVPD.

Calculated values
frontier orbital gap (alpha / beta) = 4.09 / 5.09 eV
spin multiplicity = 2
highest occupied orbital energy (alpha / beta) = 0.240 / -0.757 eV
⟨S²⟩ = 0.7555
charge = -2

Last column: Löwdin charge in e.
Positions of all 78 atoms, in Å:
Ir1 -0.39531 -0.30752 -0.90829  0.97
N1 -4.21383 -0.80646 -2.37712  0.05
C1 -2.88166 -1.14868 -2.19281  -0.88
S1 -1.66157 -0.14528 -2.93168  0.56
N2 -2.65522 -2.21242 -1.48239  -0.01
N3 -1.29598 -2.39683 -1.30974  -0.11
C2 -0.93265 -3.60477 -1.12124  -0.11
C3 0.46355 -4.01965 -1.00786  -0.14
C4 0.77046 -5.17637 -0.28176  -0.06
C5 2.07927 -5.58785 -0.10655  -0.12
C6 3.11120 -4.84254 -0.67217  -0.11
C7 2.82461 -3.72086 -1.42807  -0.02
C8 1.50674 -3.31544 -1.62413  -0.26
O1 1.22259 -2.29507 -2.46806  -0.14
H1 -4.30957 0.18055 -2.56310  0.05
H2 -4.76822 -1.10155 -1.58271  0.07
H3 -1.69759 -4.37879 -1.01553  0.11
H4 -0.04049 -5.73383 0.17465  0.10
H5 2.29727 -6.47518 0.47593  0.08
H6 4.14222 -5.14518 -0.52617  0.09
H7 3.60236 -3.12386 -1.88900  0.12
C9 -1.47887 3.10695 6.23203  -0.07
C10 -1.96143 2.61245 4.89340  -0.29
C11 -1.16709 1.77309 4.11484  -0.03
C12 -1.60270 1.30057 2.88589  -0.04
C13 -2.86393 1.67208 2.43551  -0.26
C14 -3.66592 2.51708 3.18296  -0.07
C15 -3.21384 2.98191 4.40979  -0.07
S2 -3.40615 1.01813 0.86191  0.56
O2 -3.73504 -0.36919 1.06951  -0.32
O3 -4.49496 1.88802 0.43969  -0.35
N4 -2.10638 1.10046 -0.03310  -0.19
C16 -1.55177 2.30220 -0.38534  -0.41
C17 -2.08704 3.59368 -0.21586  -0.02
C18 -1.33727 4.67583 -0.63059  -0.10
C19 -0.09118 4.48692 -1.21904  -0.10
C20 0.35655 3.18163 -1.35968  -0.13
N5 -0.34051 2.13338 -0.94660  0.03
H8 -0.42055 2.88328 6.36926  0.07
H9 -2.02759 2.63388 7.05086  0.07
H10 -1.61081 4.18667 6.33152  0.07
H11 -0.18074 1.49106 4.46831  0.10
H12 -0.96451 0.67337 2.25755  0.08
H13 -4.63258 2.80990 2.79352  0.10
H14 -3.83833 3.64998 4.99534  0.10
H15 -3.07377 3.72258 0.20210  0.09
H16 -1.73902 5.67599 -0.50321  0.09
H17 0.51274 5.31530 -1.56603  0.08
H18 1.31106 2.95978 -1.82449  0.09
C21 -0.02957 -1.58005 3.13333  -0.08
C22 0.45529 -1.64684 1.67929  -0.58
C23 1.92400 -2.05899 1.66300  -0.07
O4 0.20596 -0.42335 1.07269  -0.41
H19 0.11981 -2.53552 3.64862  0.07
H20 -1.09017 -1.32461 3.16828  0.07
H21 0.53001 -0.80690 3.67225  0.07
H22 -0.13001 -2.44639 1.19412  0.11
H23 2.51573 -1.31998 2.21569  0.07
H24 2.28980 -2.09895 0.64195  0.04
H25 2.06471 -3.04216 2.12778  0.07
C24 2.84609 0.94715 -0.37006  -0.06
C25 2.83690 0.88383 -1.86644  -0.25
C26 3.53574 1.83275 -2.59349  -0.11
C27 3.56567 1.81287 -3.98172  -0.14
C28 2.85452 0.81742 -4.62844  -0.10
C29 2.11731 -0.15297 -3.95229  -0.20
C30 1.29285 -1.09586 -4.79235  -0.08
C31 2.11232 -0.14657 -2.53207  -0.22
N6 1.44606 -1.03777 -1.69710  -0.08
H26 3.62172 1.63681 -0.02449  0.07
H27 3.02008 -0.03918 0.05092  0.06
H28 1.87962 1.25412 0.03815  0.05
H29 4.07834 2.59873 -2.04577  0.09
H30 4.12168 2.55612 -4.54172  0.08
H31 2.83253 0.79633 -5.71464  0.09
H32 1.26668 -0.72472 -5.82080  0.06
H33 0.27149 -1.16273 -4.41834  0.01
H34 1.68829 -2.11199 -4.79859  0.07

=====

2.
C31H34IrO2PS as an isolated structure. Source: the Open Molecules 2025 dataset; level of theory: wB97M-V/def2-TZVPD.

Calculated values
frontier orbital gap (alpha / beta) = 5.85 / 5.82 eV
spin multiplicity = 2
highest occupied orbital energy (alpha / beta) = -16.881 / -16.882 eV
⟨S²⟩ = 0.7665
charge = +3

Last column: Löwdin charge in e.
Positions of all 70 atoms, in Å:
Ir1 -0.44392 -0.56030 -0.84051  1.29
C1 2.70502 1.89423 1.36114  -0.03
C2 1.63348 2.43599 2.26979  -0.26
C3 1.93591 3.12781 3.43312  0.01
C4 0.92660 3.61286 4.25564  0.00
C5 -0.41313 3.43004 3.92491  -0.03
C6 -0.74958 2.74308 2.77643  -0.07
C7 0.27882 2.26583 1.95476  -0.32
P1 -0.15852 1.46500 0.41912  1.10
C8 -1.79950 0.74662 0.73794  -0.40
C9 -2.95084 1.23152 0.05758  -0.04
C10 -4.20918 0.93273 0.52956  -0.03
C11 -4.34215 0.14511 1.67031  0.00
C12 -3.22282 -0.37349 2.32591  -0.03
C13 -1.94366 -0.11418 1.87804  -0.30
C14 -0.76532 -0.68675 2.61552  -0.02
C15 -0.34673 2.70246 -0.82888  -0.33
C16 -0.24496 4.06770 -0.54408  -0.03
C17 -0.43399 4.98217 -1.56179  -0.02
C18 -0.71857 4.53169 -2.84913  0.00
C19 -0.80429 3.17233 -3.12312  0.00
C20 -0.58874 2.24299 -2.11572  -0.31
C21 -0.57105 0.79093 -2.43664  -0.16
H1 3.70153 2.13255 1.72361  0.10
H2 2.60364 2.31046 0.35237  0.09
H3 2.63252 0.80504 1.27796  0.08
H4 2.97313 3.28656 3.69971  0.13
H5 1.18542 4.14147 5.16375  0.13
H6 -1.19430 3.82047 4.56297  0.13
H7 -1.79033 2.61060 2.50838  0.12
H8 -2.83541 1.89425 -0.79095  0.12
H9 -5.08527 1.33370 0.03754  0.13
H10 -5.33122 -0.08421 2.04864  0.14
H11 -3.35393 -0.98967 3.20778  0.14
H12 -1.00059 -1.67630 3.00667  0.10
H13 -0.51262 -0.05842 3.47270  0.11
H14 0.12774 -0.76667 1.99016  0.06
H15 -0.04290 4.41393 0.46123  0.12
H16 -0.35492 6.04098 -1.35697  0.13
H17 -0.86054 5.24467 -3.65086  0.13
H18 -1.00905 2.84006 -4.13401  0.14
H19 0.35534 0.53734 -2.96293  0.09
H20 -1.41203 0.48830 -3.06436  0.10
C22 -3.96700 -2.87482 -1.72034  -0.19
S1 -3.16219 -2.58560 -0.15139  0.98
C23 -2.96331 -4.26677 0.41860  -0.19
O1 -1.70364 -2.18994 -0.52798  -0.68
H21 -3.59688 -3.78457 -2.18841  0.08
H22 -3.77321 -2.01075 -2.35397  0.07
H23 -5.03851 -2.95320 -1.52808  0.09
H24 -3.89687 -4.56555 0.89793  0.09
H25 -2.15499 -4.27125 1.14795  0.07
H26 -2.73034 -4.92517 -0.41561  0.08
C24 1.44620 -3.38419 -0.09233  0.02
C25 2.09103 -2.31702 -0.91635  -0.31
O2 1.52700 -1.18747 -1.05587  -0.16
C26 3.35468 -2.55112 -1.55737  -0.16
C27 4.12418 -3.68598 -1.24917  0.01
C28 5.33275 -3.88648 -1.87871  -0.02
C29 5.77698 -2.98221 -2.83975  0.00
C30 5.02346 -1.85193 -3.15263  -0.03
C31 3.82249 -1.63462 -2.51790  0.01
H27 0.44864 -3.07241 0.21553  0.05
H28 2.04614 -3.58580 0.79737  0.12
H29 1.37781 -4.31338 -0.65752  0.12
H30 3.79283 -4.40845 -0.51535  0.12
H31 5.93132 -4.75037 -1.62539  0.13
H32 6.71896 -3.15748 -3.34301  0.13
H33 5.37965 -1.14653 -3.89049  0.12
H34 3.22373 -0.76843 -2.76306  0.12

=====

3.
C31H34N2O2 as an isolated structure. Source: the Open Molecules 2025 dataset; level of theory: wB97M-V/def2-TZVPD.

Calculated values
frontier orbital gap = 7.62 eV
highest occupied orbital energy = -7.472 eV

Last column: Löwdin charge in e.
Positions of all 69 atoms, in Å:
C1 1.53910 3.84291 3.11172  -0.01
N1 1.17556 2.46282 2.94985  -0.04
C2 2.17678 1.54716 2.79490  -0.36
O1 3.38535 1.75951 2.82894  0.08
C3 1.54417 0.16917 2.59488  -0.19
C4 2.04856 -0.83805 3.58018  -0.10
C5 3.51956 -1.18211 3.44513  -0.22
C6 4.39508 -0.94268 4.51260  -0.05
C7 5.77193 -1.10841 4.34428  -0.08
C8 6.25660 -1.56753 3.10688  -0.09
C9 5.37361 -1.99091 2.10411  -0.08
C10 3.99346 -1.81762 2.28493  -0.04
N2 0.13132 0.46232 2.71085  -0.01
C11 -0.79533 -0.52760 2.63377  -0.08
C12 -2.14648 -0.36909 2.53410  -0.11
C13 -3.05703 -1.46497 2.23736  -0.13
C14 -4.52766 -1.20707 2.33992  -0.19
C15 -5.42672 -2.28183 2.28759  -0.04
C16 -6.77458 -2.12052 2.58544  -0.08
C17 -7.26717 -0.87831 3.00464  -0.09
C18 -6.41368 0.22854 2.95300  -0.09
C19 -5.07397 0.08616 2.53171  -0.03
C20 -0.16994 1.90813 2.94121  -0.45
C21 -0.82996 2.03457 4.32047  0.01
C22 -0.96382 2.47356 1.75083  0.01
H1 2.62421 3.89403 3.00691  0.09
H2 1.05658 4.44132 2.33676  0.09
H3 1.22021 4.21045 4.09029  0.09
H4 1.78178 -0.18236 1.58087  0.15
H5 1.86025 -0.46068 4.58433  0.13
H6 1.46505 -1.75386 3.54912  0.12
H7 4.01566 -0.51878 5.44750  0.11
H8 6.47152 -0.85714 5.14818  0.10
H9 7.33289 -1.65170 2.94858  0.10
H10 5.75240 -2.42541 1.16771  0.11
H11 3.29234 -2.09720 1.49294  0.10
H12 -0.35909 -1.51255 2.55686  0.12
H13 -2.59249 0.62969 2.69195  0.07
H14 -2.74285 -2.44252 2.73360  0.16
H15 -5.06121 -3.27284 1.98746  0.11
H16 -7.43141 -2.99354 2.55390  0.11
H17 -8.28865 -0.79179 3.38110  0.10
H18 -6.77081 1.20579 3.29172  0.10
H19 -4.51614 1.01612 2.38440  0.10
H20 -0.09318 1.73464 5.08517  0.10
H21 -1.09133 3.07786 4.47686  0.08
H22 -1.72976 1.41222 4.40726  0.08
H23 -0.34405 2.34959 0.84345  0.11
H24 -1.89575 1.92266 1.58998  0.06
H25 -1.19590 3.52474 1.95044  0.09
C23 0.01209 -2.09828 -0.32851  -0.01
C24 -1.11468 -2.75241 0.45551  -0.40
C25 -2.49429 -2.09746 0.53158  -0.08
C26 -3.52144 -2.96468 -0.12216  -0.22
C27 -3.55039 -4.32505 0.26341  -0.06
C28 -4.59302 -5.15363 -0.12668  -0.08
C29 -5.56659 -4.63589 -0.99041  -0.10
C30 -5.50176 -3.32533 -1.47566  -0.09
C31 -4.47189 -2.48346 -1.04951  -0.03
O2 -0.81823 -3.80267 1.04008  0.04
H26 -0.09172 -1.00249 -0.32117  0.07
H27 0.97721 -2.32662 0.17413  0.08
H28 0.06094 -2.39564 -1.39845  0.10
H29 -2.48128 -1.04772 0.21256  0.12
H30 -2.77907 -4.73328 0.92766  0.11
H31 -4.61831 -6.19697 0.23016  0.11
H32 -6.34625 -5.31187 -1.34395  0.10
H33 -6.24561 -2.97234 -2.20372  0.11
H34 -4.42542 -1.44213 -1.38205  0.11

=====

These records have maximum force values of 0.6, 3.1, 4.0 eV Å⁻¹, in the order they appear.
These records have electronic energy values of -2731.86650, -2194.98007, -1461.61772 Ha, in the order they appear.